A molecular structure, C36H37BKN7OS5 at a distorted geometry, computed with ωB97M-V with the def2-TZVPD basis set.

Each line ends with the Mulliken charge.
Positions of all 88 atoms, in Å:
K1 -0.2301 0.0494 -0.6455  1.0155
C1 -2.0278 0.2909 -3.5785  -1.0692
C2 -1.7039 -0.9747 -2.8292  0.0062
N1 -0.4778 -1.3510 -2.8080  -0.9463
N2 -0.3190 -2.6035 -2.2141  -0.0019
C3 0.6975 -2.8521 -1.4721  0.2948
S1 2.0079 -1.9329 -0.7822  -0.4284
S2 0.7277 -4.5478 -0.8919  -0.1810
C4 -0.8260 -5.2021 -1.5589  0.1311
C5 -1.0125 -6.6163 -1.0783  -0.1111
C6 -0.2449 -7.6595 -1.5976  -0.3180
C7 -0.4178 -8.9621 -1.1526  -0.5488
C8 -1.3634 -9.2473 -0.1746  -0.3541
C9 -2.1299 -8.2174 0.3523  -0.6000
C10 -1.9531 -6.9138 -0.0953  -0.2914
C11 -2.8287 -1.6677 -2.1385  0.5101
C12 -3.8446 -2.1898 -2.9333  -0.4014
C13 -4.9329 -2.8766 -2.4089  -0.7851
C14 -5.0081 -3.0111 -1.0226  -0.4014
C15 -4.0371 -2.4759 -0.2022  -0.5800
C16 -2.8978 -1.7682 -0.7012  0.3573
O1 -2.0344 -1.2504 0.0849  -0.5916
H1 -1.2478 0.5170 -4.3055  0.2451
H2 -2.1528 1.1529 -2.9127  0.2002
H3 -2.9800 0.1596 -4.0976  0.4541
H4 -0.8104 -5.1607 -2.6478  0.3920
H5 -1.6536 -4.5720 -1.2343  -0.2596
H6 0.4986 -7.4321 -2.3550  0.3806
H7 0.1886 -9.7585 -1.5695  0.3391
H8 -1.4997 -10.2650 0.1735  0.3524
H9 -2.8703 -8.4254 1.1164  0.3589
H10 -2.5519 -6.1079 0.3163  0.4868
H11 -3.7616 -2.0798 -4.0119  0.3583
H12 -5.6938 -3.2918 -3.0584  0.3645
H13 -5.8469 -3.5396 -0.5777  0.3327
H14 -4.1008 -2.5734 0.8768  0.3605
C17 3.2902 1.2213 -2.5714  -0.6484
N3 2.4238 2.3807 -2.7046  0.2051
C18 1.2551 2.3511 -3.4497  -0.6710
C19 0.6837 3.5642 -3.3124  -0.5292
N4 1.4906 4.3427 -2.5010  0.2343
B1 1.0426 5.7845 -2.0469  -0.4325
N5 0.2740 5.6345 -0.6863  0.2455
C20 0.9204 5.7625 0.5256  -0.5345
C21 0.0514 5.4843 1.5172  -0.6413
N6 -1.1515 5.1739 0.8988  0.2791
C22 -2.3374 4.7142 1.5824  -0.9427
C23 -1.0115 5.2702 -0.4615  0.0701
S3 -2.2599 4.9608 -1.5818  -0.5404
C24 2.5621 3.6046 -2.1150  0.2181
S4 3.8577 4.0548 -1.0792  -0.5615
H15 2.6886 0.3568 -2.2893  0.1403
H16 4.0197 1.4369 -1.7963  0.2784
H17 3.8036 1.0298 -3.5155  0.2981
H18 0.9453 1.4524 -3.9592  0.5659
H19 -0.2497 3.9582 -3.6794  0.4695
H20 0.3028 6.2195 -2.8890  -0.1508
H21 2.0046 6.4793 -1.8482  -0.1589
H22 1.9682 6.0092 0.5420  0.5720
H23 0.1689 5.4290 2.5872  0.4721
H24 -2.4711 5.2887 2.4997  0.3498
H25 -2.2523 3.6507 1.8149  0.2090
H26 -3.1859 4.8559 0.9192  0.3294
N7 -0.1457 1.6526 1.4226  -0.5408
S5 1.4096 1.5768 1.6765  0.7501
C25 1.7707 0.0591 2.5730  0.6499
C26 3.0265 -0.1356 3.1398  -0.5938
C27 3.3302 -1.3615 3.7090  -0.5619
C28 2.3898 -2.3866 3.7024  -0.4579
C29 1.1469 -2.1844 3.1257  -0.5610
C30 0.8304 -0.9578 2.5533  -0.5570
C31 1.9695 2.7588 2.8995  0.2192
C32 1.4590 2.7637 4.1922  -0.5307
C33 1.8400 3.7670 5.0669  -0.6931
C34 2.7265 4.7554 4.6433  -0.3798
C35 3.2272 4.7408 3.3508  -0.4312
C36 2.8476 3.7376 2.4629  0.1761
H27 -0.6541 1.5534 2.3058  0.1106
H28 3.7602 0.6620 3.1305  0.3980
H29 4.3082 -1.5247 4.1462  0.3626
H30 2.6402 -3.3517 4.1268  0.3607
H31 0.4204 -2.9858 3.0787  0.4272
H32 -0.1346 -0.8205 2.0737  0.3204
H33 0.7709 1.9859 4.5082  0.3432
H34 1.4475 3.7837 6.0766  0.3831
H35 3.0175 5.5439 5.3281  0.3577
H36 3.9047 5.5179 3.0150  0.4157
H37 3.1956 3.7360 1.4280  -0.1639

Relative energy (zero: lowest compared OMol25 entry of this formula, charge and spin) ... 102.2 kJ/mol
Net charge ... -2

---

A molecular structure, C58H60Cl5FN7O6SiTa at a distorted geometry, computed with ωB97M-V with the def2-TZVPD basis set.

Each line ends with the Mulliken charge.
Positions of all 139 atoms, in Å:
Ta1 0.3192 0.2236 -0.0336  1.6181
C1 -3.3515 4.8105 -3.4303  -1.5091
C2 -2.2727 3.7964 -3.8297  -1.0968
C3 -1.3047 3.4878 -2.7330  1.2825
C4 -0.1585 4.1439 -2.3937  0.3790
C5 0.3779 5.4191 -2.9605  -1.4130
C6 -0.0625 6.6436 -2.1468  -1.1815
C7 0.4566 3.3778 -1.3406  -0.3820
N1 -0.2999 2.2777 -1.0367  -0.0578
C8 -1.4099 2.3730 -1.8299  0.5866
C9 -2.5993 1.7298 -1.5493  -1.1394
C10 -2.8610 1.1834 -0.3124  0.3700
C11 -4.1866 0.8768 0.1726  0.5736
C12 -5.4178 0.8424 -0.6749  -1.3410
C13 -5.4296 -0.4011 -1.5770  -0.5564
C14 -4.0471 0.5596 1.4863  0.6138
C15 -2.6256 0.5828 1.7581  -0.3032
C16 -2.0707 -0.0130 2.8758  -0.7564
C17 -0.7470 -0.3255 3.0429  0.1079
N2 0.2626 0.0599 2.1964  -0.4818
C18 1.4282 -0.2271 2.8608  0.3605
C19 2.6422 0.3486 2.5563  -0.9062
C20 2.7967 1.3703 1.6421  0.2773
N3 1.8336 1.7740 0.7547  -0.2525
C21 2.2710 2.9737 0.2526  0.4473
C22 1.6348 3.7187 -0.7110  -0.9316
C23 3.5470 3.3196 0.8228  0.4332
C24 3.8965 2.2964 1.6520  0.5822
C25 5.1443 2.1488 2.4647  -1.2385
C26 5.0784 2.9388 3.7782  -1.1511
C27 4.2794 4.5991 0.5745  -1.2614
C28 3.6445 5.7795 1.3215  -1.1134
C29 1.1509 -0.9446 4.0784  1.1740
C30 -0.2034 -0.9916 4.1994  0.6719
C31 -1.0142 -1.6244 5.2825  -1.2781
C32 -1.3043 -0.6792 6.4556  -1.3088
C33 2.1949 -1.4836 5.0018  -1.4280
C34 2.6641 -0.4510 6.0375  -0.8872
N4 -1.9285 1.0093 0.6738  -0.4977
C35 -5.1084 0.1571 2.4605  -1.4754
C36 -5.3315 -1.3620 2.4640  -0.8829
H1 -4.0970 4.9052 -4.2207  0.4772
H2 -2.9138 5.7933 -3.2556  0.2937
H3 -3.8571 4.4989 -2.5151  0.2491
H4 -1.7160 4.1834 -4.6863  0.5384
H5 -2.7491 2.8672 -4.1495  -0.1542
H6 0.0312 5.5267 -3.9908  0.4397
H7 1.4687 5.3842 -2.9913  0.4954
H8 -1.1481 6.6768 -2.0583  0.2419
H9 0.2749 7.5649 -2.6234  0.4357
H10 0.3506 6.6074 -1.1375  0.1852
H11 -3.4220 1.8347 -2.2453  0.4978
H12 -5.4713 1.7410 -1.2949  0.3756
H13 -6.3026 0.8342 -0.0361  0.3973
H14 -4.5299 -0.4447 -2.1934  -0.1651
H15 -6.3024 -0.3949 -2.2315  0.5522
H16 -5.4552 -1.3102 -0.9752  0.1422
H17 -2.7521 -0.3184 3.6591  0.5746
H18 3.4770 0.1205 3.2047  0.4255
H19 2.0988 4.6508 -1.0053  0.5351
H20 5.9940 2.4984 1.8750  0.5398
H21 5.3151 1.0934 2.6819  0.4725
H22 4.9818 4.0060 3.5775  0.2432
H23 5.9812 2.7801 4.3695  0.4113
H24 4.2157 2.6281 4.3698  0.2523
H25 4.2982 4.8168 -0.4960  0.4602
H26 5.3153 4.4864 0.8993  0.3568
H27 2.6127 5.9331 1.0035  0.2330
H28 4.2048 6.6966 1.1353  0.4124
H29 3.6342 5.5969 2.3964  0.2855
H30 -0.4767 -2.4999 5.6515  0.5692
H31 -1.9554 -1.9790 4.8594  0.4088
H32 -0.3841 -0.4176 6.9771  0.2436
H33 -1.9729 -1.1554 7.1737  0.4425
H34 -1.7695 0.2433 6.1054  0.2641
H35 3.0547 -1.8195 4.4184  0.2232
H36 1.7923 -2.3564 5.5197  0.5471
H37 3.0850 0.4261 5.5438  0.0445
H38 3.4266 -0.8821 6.6872  0.4368
H39 1.8319 -0.1199 6.6572  0.1790
H40 -6.0434 0.6568 2.2009  0.5054
H41 -4.8308 0.4934 3.4616  0.4456
H42 -5.7234 -1.6904 1.5004  0.1817
H43 -6.0442 -1.6464 3.2393  0.4414
H44 -4.3914 -1.8873 2.6407  0.1639
C37 1.0978 -1.4492 -4.2509  -1.0281
Si1 -0.2688 -0.2286 -3.7157  0.4308
C38 0.3194 1.4543 -4.3991  -0.9269
C39 -1.9323 -0.3253 -4.6489  -1.2451
N5 -0.6235 -0.6192 -2.0094  0.9152
C40 -1.3962 -1.7845 -1.9166  -0.3710
C41 -1.5384 -2.7508 -2.9389  0.6339
C42 -2.3536 -3.8650 -2.8323  -1.0729
C43 -3.0861 -4.1171 -1.6841  -1.1830
C44 -2.9457 -3.2306 -0.6296  -0.8555
C45 -2.1209 -2.1405 -0.7755  0.1934
F1 -1.9616 -1.3752 0.3251  0.2909
H45 1.7970 -0.9971 -4.9565  0.5322
H46 0.7323 -2.3707 -4.7072  0.5990
H47 1.6655 -1.7501 -3.3670  -0.0668
H48 -0.3724 1.7730 -5.1823  0.4596
H49 1.3021 1.3384 -4.8584  0.4266
H50 0.3926 2.2705 -3.6860  -0.0489
H51 -1.7853 -0.7128 -5.6616  0.3936
H52 -2.3556 0.6766 -4.7504  0.3125
H53 -2.6769 -0.9514 -4.1610  0.3068
H54 -0.9713 -2.6505 -3.8498  -0.0712
H55 -2.4040 -4.5488 -3.6710  0.4498
H56 -3.7306 -4.9810 -1.5987  0.4604
H57 -3.4578 -3.3663 0.3147  0.4919
O1 -0.4212 -2.9023 1.8710  -0.9614
C46 0.1002 -2.9640 0.7709  0.3975
O2 0.4630 -1.9912 0.0004  1.4582
C47 0.3770 -4.3213 0.1643  0.7947
C48 0.7871 -4.4473 -1.1531  -0.1109
C49 0.9701 -5.7137 -1.6836  -0.8584
C50 0.7857 -6.8555 -0.9268  -0.4549
C51 0.3975 -6.7003 0.3914  -0.5852
C52 0.1801 -5.4497 0.9439  -0.6552
N6 0.2051 -7.8963 1.2202  1.0533
O3 0.0000 -7.7295 2.4069  -0.6144
O4 0.2654 -8.9788 0.6691  -0.6299
N7 1.3567 -5.8569 -3.0911  1.0773
O5 1.6312 -6.9712 -3.4930  -0.6803
O6 1.3675 -4.8495 -3.7741  -0.5620
H58 0.9597 -3.5717 -1.7612  0.1514
H59 0.9394 -7.8358 -1.3497  0.6350
H60 -0.1458 -5.3362 1.9675  0.6918
Cl1 2.9375 -2.6390 1.5966  -0.2317
C53 3.3046 -1.8875 0.0874  0.3417
C54 2.5997 -0.7605 -0.3661  -1.0512
C55 3.1044 -0.2341 -1.5410  1.2096
Cl2 2.2131 1.0911 -2.1570  -0.1879
C56 4.1885 -0.7167 -2.2612  -0.0120
Cl3 4.7218 0.0836 -3.6844  -0.1889
C57 4.8032 -1.8756 -1.8175  0.5508
Cl4 6.0865 -2.5739 -2.7176  -0.2033
C58 4.3541 -2.4601 -0.6348  -0.1600
Cl5 5.1181 -3.8959 -0.0748  -0.1884

Relative energy (zero: lowest compared OMol25 entry of this formula, charge and spin) ... 157.5 kJ/mol
Net charge ... 0

---

A molecular structure, C4H6NO3S at a distorted geometry, computed with ωB97M-V with the def2-TZVPD basis set.

Each line ends with the Mulliken charge.
Positions of all 15 atoms, in Å:
C1 -1.5967 -2.6115 0.0962  0.8035
C2 1.2838 0.4051 0.8832  -0.2931
C3 0.3508 0.1985 -0.3682  0.0815
C4 0.0928 1.4881 -1.1288  -1.3236
N1 -0.7994 -0.4300 0.1501  -0.3901
O1 -2.6888 -2.2103 -0.0739  -0.4697
O2 -0.6356 -3.2032 0.2041  -0.4014
O3 0.5555 0.5852 2.0891  -0.5524
S1 -1.2364 0.5104 1.3990  -0.1735
H1 1.7516 -0.6705 0.9426  0.1529
H2 2.0411 1.1593 0.7338  0.3441
H3 0.8605 -0.5283 -1.0881  0.2843
H4 -0.4731 1.0496 -2.0030  0.3195
H5 0.9872 2.1617 -1.3179  0.2911
H6 -0.4934 2.0959 -0.5180  0.3269

Relative energy (zero: lowest compared OMol25 entry of this formula, charge and spin) ... 266.5 kJ/mol
Net charge ... -1

---

C5H9N in the gas phase, computed with ωB97M-V with the def2-TZVPD basis set.

Each line ends with the Mulliken charge.
Positions of all 15 atoms, in Å:
H1 0.0228 2.3636 -0.7996  0.2801
N1 -0.5916 2.5154 0.0035  -0.7011
C1 -0.9076 1.3330 0.3025  0.4298
C2 -1.6233 0.3680 1.1270  -0.6347
C3 -0.7112 -0.0712 -0.0485  -0.2799
C4 0.6050 -0.7648 0.2557  -0.3090
C5 1.5344 -0.9180 -0.9505  -1.1723
H2 -1.2507 0.1657 2.1294  0.2395
H3 -2.6969 0.2598 0.9974  0.2719
H4 -1.2301 -0.4017 -0.9495  0.3755
H5 1.1289 -0.2043 1.0427  0.2704
H6 0.3788 -1.7541 0.6701  0.2789
H7 1.8643 0.0517 -1.3420  0.2950
H8 2.4319 -1.4815 -0.6707  0.3369
H9 1.0453 -1.4616 -1.7674  0.3190

Relative energy (zero: lowest compared OMol25 entry of this formula, charge and spin) ... 171.2 kJ/mol
Net charge ... 0

---

A gas-phase ion, C2H6NO (charge -1) at a distorted geometry, computed with ωB97M-V with the def2-TZVPD basis set.

Each line ends with the Mulliken charge.
Positions of all 10 atoms, in Å:
C1 -0.5469 -1.1985 -0.1774  -0.8424
N1 0.0665 -0.1101 0.7115  -0.5430
C2 0.3835 1.2646 0.0481  -0.1808
O1 1.6233 1.4892 -0.3474  -0.8306
H1 -1.6160 -0.8920 -0.3251  0.2374
H2 -0.4492 -2.1095 0.3995  0.3267
H3 -0.1009 -1.1228 -1.1762  0.3172
H4 1.0343 -0.5655 0.6818  0.2086
H5 0.0354 1.9071 0.9105  0.1657
H6 -0.4299 1.3374 -0.7253  0.1413

Relative energy (zero: lowest compared OMol25 entry of this formula, charge and spin) ... 66.3 kJ/mol
Net charge ... -1

---

A molecular structure, C40H64AsF6N8O4S2 at a distorted geometry, computed with ωB97M-V with the def2-TZVPD basis set.

Each line ends with the Mulliken charge.
Positions of all 125 atoms, in Å:
As1 0.0241 0.2574 -0.0435  2.3888
F1 -0.8194 1.3060 1.0838  -0.5543
F2 1.2475 1.4873 -0.2264  -0.4688
F3 0.8978 -0.7302 -1.2136  -0.5832
F4 -1.2262 -1.0129 0.0362  -0.6066
F5 -0.9474 0.9235 -1.3537  -0.6127
F6 0.8564 -0.5387 1.2417  -0.4055
C1 -3.3922 -2.9944 1.7765  -0.5196
C2 -3.2002 -3.8972 2.9954  -0.6114
C3 -4.4390 -4.7761 3.2943  -0.4593
C4 -5.7503 -4.1200 3.2481  0.2261
N1 -6.7752 -3.6056 3.2132  -0.4610
H1 -3.5768 -3.5210 0.8372  0.4466
H2 -2.4289 -2.5238 1.5652  -0.1972
H3 -4.1752 -2.2696 1.9897  0.3159
H4 -2.8892 -3.3558 3.8870  0.2650
H5 -2.4073 -4.6111 2.7649  0.3925
H6 -4.3446 -5.1650 4.3089  0.3374
H7 -4.4750 -5.5586 2.5357  0.2734
C5 -0.3916 -4.5371 -2.4967  -1.3656
C6 -1.2544 -3.3711 -2.0353  0.9998
C7 -2.6457 -3.3180 -2.7254  0.4714
C8 -3.2654 -4.6560 -2.6546  0.0820
N2 -3.7402 -5.6973 -2.6156  -0.5697
H8 -0.6380 -4.9809 -3.4601  0.4008
H9 -0.4662 -5.3269 -1.7455  0.3948
H10 0.6602 -4.2542 -2.4958  0.2007
H11 -0.8164 -2.4109 -2.2996  -0.5801
H12 -1.3712 -3.4283 -0.9553  0.1464
H13 -2.5457 -3.0689 -3.7815  0.0158
H14 -3.3199 -2.6156 -2.2362  -0.2238
C9 0.6906 7.0250 -0.3201  -1.5243
C10 -0.1077 5.7447 -0.0372  -0.4377
C11 0.6507 4.4364 -0.2004  1.4217
C12 1.2588 4.2009 -1.5179  0.1289
N3 1.7654 3.9852 -2.5252  -0.5803
H15 1.1285 7.0846 -1.3189  0.3506
H16 1.5028 7.0729 0.4102  0.3317
H17 0.0902 7.9310 -0.2369  0.4138
H18 -0.9606 5.7668 -0.7209  0.2868
H19 -0.5107 5.8674 0.9672  0.3690
H20 -0.0698 3.6585 0.0420  -0.8957
H21 1.5482 4.3495 0.4196  0.1556
C13 -4.3334 2.5731 2.9004  -1.5366
C14 -3.9524 2.6066 1.4140  0.3122
C15 -2.8714 3.5956 1.0082  0.9092
C16 -3.1320 4.9399 1.5466  -0.1094
N4 -3.3649 6.0087 1.8936  -0.5866
H22 -4.6117 3.5545 3.2888  0.3990
H23 -3.4440 2.3166 3.4882  0.3087
H24 -5.1041 1.8307 3.0896  0.4428
H25 -4.8906 2.6965 0.8600  0.3115
H26 -3.6261 1.6071 1.1133  -0.2606
H27 -2.9233 3.6902 -0.0797  0.3597
H28 -1.8618 3.2956 1.2757  -0.5168
C17 3.9660 -0.2644 2.5253  0.4748
C18 3.3112 0.9310 3.2491  -0.0028
C19 4.2343 2.1630 3.2942  -0.7724
S1 5.8724 1.5536 2.7100  1.0553
O1 6.6032 0.9069 3.7754  -0.6717
O2 6.5048 2.5964 1.9282  -0.6574
C20 5.1035 0.2893 1.6680  -0.3419
H29 3.2997 -0.8422 1.8924  -0.6880
H30 4.3685 -0.9308 3.2908  0.4285
H31 2.9885 0.7651 4.2779  0.1212
H32 2.3809 1.1275 2.7110  -0.0458
H33 4.3158 2.7791 4.1844  0.5192
H34 3.9283 2.8449 2.4981  0.1797
H35 5.8940 -0.3836 1.3426  0.6948
H36 4.7222 0.8382 0.8053  -0.3157
C21 3.5065 1.1912 -3.8233  -0.6555
C22 3.8015 1.1589 -2.3260  0.4156
C23 5.2991 0.9016 -2.1133  -0.9720
S2 6.1348 1.5435 -3.6323  1.1683
O3 6.7708 0.4060 -4.2785  -0.6787
O4 6.8962 2.7606 -3.3895  -0.6828
C24 4.5870 1.9904 -4.5068  -0.9584
H37 2.5459 1.6318 -4.0885  0.3456
H38 3.5694 0.1958 -4.2759  0.3958
H39 3.1687 0.5173 -1.7151  -0.1003
H40 3.6267 2.1441 -1.8822  -0.0067
H41 5.5092 -0.1654 -2.1665  0.3696
H42 5.7442 1.4246 -1.2724  0.5007
H43 4.7103 1.7808 -5.5653  0.4701
H44 4.5038 3.0601 -4.3086  0.4069
N5 -1.0745 -0.1032 -4.0733  0.2798
C25 -0.0439 -0.9325 -4.4394  -0.5104
C26 -0.5057 -1.6177 -5.5462  -0.7209
C27 -1.8382 -1.2792 -5.8112  -0.8259
C28 -2.1664 -0.3380 -4.8415  -0.2907
H45 -1.0243 0.4581 -3.2301  0.1728
H46 0.8872 -0.9819 -3.9056  0.5732
H47 0.1068 -2.2330 -6.1938  0.4524
H48 -2.5306 -1.6683 -6.5357  0.4572
H49 -3.1025 0.1402 -4.6003  0.4141
N6 0.4152 -0.4125 5.8222  0.0776
C29 -0.8033 -0.3777 6.4331  -0.4565
C30 -1.7895 -0.4190 5.4789  -1.6014
C31 -1.1444 -0.4962 4.2203  0.0396
C32 0.2034 -0.5225 4.4671  -0.6819
H50 1.3274 -0.4114 6.2318  0.2115
H51 -0.8447 -0.2417 7.5035  0.4400
H52 -2.8338 -0.2338 5.6714  0.4176
H53 -1.6131 -0.5579 3.2522  1.0943
H54 1.0500 -0.6144 3.8073  0.3823
N7 -3.7923 -0.0511 -1.1090  1.1064
C33 -4.9970 -0.3104 -0.4797  -0.3837
C34 -5.9492 0.4475 -1.1333  -0.7319
C35 -5.2917 1.3107 -2.0192  -0.9672
C36 -3.9584 1.0402 -1.9322  -0.4683
H55 -2.8932 -0.4149 -0.8245  -0.2706
H56 -5.0457 -0.9402 0.3904  0.2533
H57 -7.0083 0.5041 -0.9328  0.4119
H58 -5.7992 2.0472 -2.6206  0.4211
H59 -3.1037 1.4392 -2.4511  0.5863
N8 2.5109 -3.4260 -0.6775  0.4290
C37 2.7064 -3.2820 0.6641  -0.5312
C38 3.6602 -4.2016 1.0435  -0.9964
C39 4.0045 -4.9375 -0.1202  -0.5283
C40 3.1927 -4.5056 -1.1427  -0.4702
H60 1.9305 -2.8083 -1.2214  0.0096
H61 2.1467 -2.5276 1.1890  0.7283
H62 4.0115 -4.3499 2.0512  0.4319
H63 4.7117 -5.7459 -0.2231  0.4214
H64 3.1659 -4.8279 -2.1698  0.4359

Calculated total energy ... -161448.0558 eV
Net charge ... -1